Computed, not measured: a cluster of 4 separate species, C39H84BN8O9 in total in a non-equilibrium geometry, with wB97M-V/def2-TZVPD.

```
141
Properties=species:S:1:pos:R:3
C 2.171 0.331 -0.190
O 1.254 1.155 0.561
B 0.816 2.273 -0.171
O 0.796 2.320 -1.601
N 0.355 3.432 0.583
C -0.024 3.209 1.987
N 1.158 3.143 2.900
C -0.328 4.454 -0.132
N 0.311 5.668 -0.533
C 0.334 6.733 0.498
C -0.765 6.624 1.636
C -1.008 8.091 2.246
N 0.201 8.950 2.190
C 1.569 5.493 -1.274
C 2.863 5.176 -0.428
C 4.127 4.813 -1.339
C 5.378 5.488 -0.602
C 4.440 3.243 -1.328
N -1.591 4.346 -0.468
C -2.234 5.435 -1.265
C -1.781 5.378 -2.792
O -2.491 5.983 -3.553
C -2.465 3.208 -0.122
C -3.718 3.606 0.735
C -3.669 3.935 2.165
C -4.861 4.347 2.926
C -6.177 4.449 2.279
C -6.255 4.083 0.866
C -5.060 3.668 0.098
C -5.321 3.308 -1.409
H 3.201 0.758 -0.295
H 2.288 -0.625 0.402
H 1.781 0.010 -1.195
H 1.695 2.588 -1.878
H -0.514 2.191 2.064
H -0.751 3.931 2.430
H 1.063 2.265 3.426
H 1.070 3.863 3.629
H 1.314 6.888 1.014
H 0.120 7.707 -0.043
H -1.769 6.279 1.286
H -0.325 6.028 2.474
H -1.234 7.913 3.339
H -1.940 8.572 1.826
H 0.167 9.397 1.263
H 0.034 9.742 2.826
H 1.477 4.710 -2.079
H 1.777 6.459 -1.825
H 2.729 4.431 0.397
H 3.156 6.143 0.082
H 4.048 5.237 -2.374
H 6.339 5.328 -1.151
H 5.181 6.578 -0.386
H 5.428 4.999 0.418
H 4.181 2.734 -2.292
H 3.907 2.826 -0.432
H 5.540 3.117 -1.107
H -2.063 6.449 -0.825
H -3.354 5.307 -1.301
H -0.891 4.777 -3.134
H -2.848 2.788 -1.098
H -1.966 2.359 0.404
H -2.722 3.888 2.746
H -4.813 4.616 4.012
H -7.053 4.797 2.884
H -7.243 4.131 0.356
H -5.257 4.186 -2.101
H -6.385 2.935 -1.479
H -4.690 2.441 -1.754
C -1.553 -6.305 0.635
O -1.555 -5.494 1.804
C -0.288 -4.909 2.089
C -0.321 -3.405 1.851
N -0.416 -3.093 0.426
C -0.724 -1.693 0.147
C -2.061 -1.140 0.656
O -3.199 -1.686 0.012
C -3.648 -2.924 0.545
H -2.494 -6.855 0.604
H -1.488 -5.695 -0.264
H -0.731 -7.027 0.657
H 0.521 -5.382 1.524
H -0.095 -5.085 3.150
H 0.592 -2.955 2.255
H -1.177 -3.003 2.407
H -1.143 -3.666 0.011
H -0.710 -1.583 -0.941
H 0.088 -1.073 0.538
H -2.075 -0.069 0.418
H -2.161 -1.206 1.745
H -3.477 -2.998 1.622
H -3.171 -3.756 0.024
H -4.722 -3.001 0.362
C -2.113 -8.536 -6.311
O -2.452 -7.175 -6.523
C -3.852 -6.953 -6.679
C -4.421 -6.213 -5.474
N -4.443 -7.065 -4.287
C -4.717 -6.347 -3.043
C -3.718 -5.270 -2.605
O -2.446 -5.776 -2.223
C -1.547 -6.001 -3.298
H -1.030 -8.630 -6.395
H -2.408 -8.864 -5.310
H -2.576 -9.181 -7.063
H -4.397 -7.882 -6.869
H -3.970 -6.316 -7.560
H -5.441 -5.888 -5.699
H -3.804 -5.321 -5.315
H -3.543 -7.522 -4.195
H -4.762 -7.101 -2.253
H -5.715 -5.901 -3.109
H -4.129 -4.801 -1.706
H -3.612 -4.464 -3.339
H -1.684 -5.285 -4.112
H -1.646 -7.024 -3.668
H -0.528 -5.896 -2.916
C 7.215 -4.207 1.112
O 7.251 -4.245 2.529
C 7.853 -3.093 3.115
C 6.811 -2.242 3.831
N 5.913 -1.588 2.881
C 4.733 -0.981 3.497
C 3.752 -1.907 4.227
O 3.051 -2.798 3.373
C 3.748 -3.992 3.053
H 6.919 -5.194 0.757
H 6.477 -3.481 0.756
H 8.199 -3.970 0.697
H 8.413 -2.503 2.384
H 8.566 -3.458 3.859
H 7.317 -1.478 4.429
H 6.260 -2.901 4.513
H 5.598 -2.271 2.203
H 4.184 -0.483 2.692
H 5.062 -0.197 4.186
H 2.985 -1.268 4.678
H 4.216 -2.448 5.058
H 4.390 -4.331 3.870
H 4.331 -3.857 2.139
H 3.010 -4.772 2.850
```

HOMO-LUMO gap: 6.72 eV
largest force on an atom: 2.84 eV/Å
HOMO energy: -9.9628 eV
energy above the lowest of the compared OMol25 structures with the same formula, charge and spin: 0.0 kJ/mol
calculated total energy: -72819.3156 eV
net charge: +1



Computed, not measured: the molecule C7H6 in a non-equilibrium geometry, with wB97M-V/def2-TZVPD.

```
13
Properties=species:S:1:pos:R:3
C -0.186 -1.901 -2.021
C -0.002 -1.877 -0.656
C -0.332 -0.600 -2.514
C -0.359 0.353 -1.676
C 0.172 -0.705 0.132
C -0.010 0.638 -0.328
C 0.359 1.875 0.444
H -0.076 -2.821 -2.644
H 0.129 -2.786 0.049
H 0.290 -0.891 1.125
H -0.247 1.910 1.371
H 0.166 2.879 0.036
H 1.361 1.966 0.657
```

HOMO-LUMO gap: 9.75 eV
structure (SMILES): Cc1c#cccc1
largest force on an atom: 3.35 eV/Å
HOMO energy: -9.4553 eV
energy above the lowest of the compared OMol25 structures with the same formula, charge and spin: 158.3 kJ/mol
calculated total energy: -7351.8583 eV
net charge: 0



Computed, not measured: a structure of composition C5H14CeClO3SYb in a non-equilibrium geometry, with wB97M-V/def2-TZVPD.

```
26
Properties=species:S:1:pos:R:3
Ce -2.524 0.344 0.835
Cl -1.481 0.774 3.135
C -3.710 -1.657 1.122
C -4.033 2.095 0.209
H -4.753 -1.648 0.754
H -3.158 -2.460 0.581
H -3.706 -1.922 2.201
H -5.061 1.770 -0.039
H -3.660 2.699 -0.641
H -4.087 2.790 1.071
Yb 0.627 -0.497 -1.222
C 1.211 1.723 -0.682
C -1.812 -0.173 -1.518
H 0.961 2.244 -1.626
H 0.842 2.300 0.178
H 2.312 1.742 -0.603
H -2.720 0.367 -1.921
H -1.339 -0.667 -2.414
C 3.498 -2.174 0.692
S 2.308 -2.601 -0.557
O 2.516 -3.943 -1.037
O 0.950 -2.315 0.045
O 2.538 -1.531 -1.628
H 4.414 -1.811 0.198
H 3.704 -3.072 1.269
H 3.057 -1.436 1.371
```

HOMO-LUMO gap (spin up / spin down): 6.75 / 6.27 eV
expectation value of S²: 2.01
largest force on an atom: 2.17 eV/Å
HOMO energy (spin up / spin down): -4.3177 / -3.9453 eV
energy above the lowest of the compared OMol25 structures with the same formula, charge and spin: 34.8 kJ/mol
multiplicity: 3
calculated total energy: -79369.4707 eV
net charge: -1



Computed, not measured: the molecule C4H7NO2 in a non-equilibrium geometry, with wB97M-V/def2-TZVPD.

```
14
Properties=species:S:1:pos:R:3
O -0.384 -0.547 1.467
C -0.945 0.030 0.056
C -0.243 1.394 0.010
O 1.031 1.156 0.586
C 1.455 -0.102 0.292
N 1.080 -0.906 -0.628
C -0.334 -0.880 -0.972
H 0.016 -1.451 1.490
H -2.034 0.075 0.163
H -0.093 1.782 -1.014
H -0.753 2.151 0.607
H 2.399 -0.293 0.783
H -0.473 -0.596 -2.022
H -0.781 -1.882 -0.857
```

HOMO-LUMO gap: 10.00 eV
structure (SMILES): O[C@@H]1CN=COC1
largest force on an atom: 2.54 eV/Å
HOMO energy: -9.1518 eV
energy above the lowest of the compared OMol25 structures with the same formula, charge and spin: 298.7 kJ/mol
calculated total energy: -9844.1834 eV
net charge: 0



Computed, not measured: a cluster of 2 separate species, CH7N2 in total in a non-equilibrium geometry, with wB97M-V/def2-TZVPD.

```
10
Properties=species:S:1:pos:R:3
N 0.854 -1.486 1.000
H 1.688 -1.045 0.548
H 0.782 -1.051 1.944
H -0.086 -0.013 -0.023
H 1.018 -2.387 1.337
C -0.988 1.591 -0.720
N -0.673 0.402 -0.778
H -1.790 1.923 -1.380
H -0.254 2.381 -0.386
H -0.552 -0.315 -1.542
```

HOMO-LUMO gap: 9.02 eV
largest force on an atom: 5.66 eV/Å
HOMO energy: -15.1993 eV
energy above the lowest of the compared OMol25 structures with the same formula, charge and spin: 186.0 kJ/mol
calculated total energy: -4121.9847 eV
net charge: +1



Computed, not measured: the molecule C18H16BrN3O4 in a non-equilibrium geometry, with wB97M-V/def2-TZVPD.

```
42
Properties=species:S:1:pos:R:3
C 2.559 4.569 3.240
C 1.052 4.587 3.027
H 0.769 5.423 2.377
H 0.520 4.655 3.977
O 0.598 3.369 2.438
C 0.674 3.266 1.112
O 1.076 4.130 0.371
C 0.189 1.939 0.642
C 0.155 1.706 -0.690
C -0.254 0.511 -1.362
C -0.883 0.468 -2.604
N -1.163 -0.814 -2.864
N -0.735 -1.619 -1.897
C -0.186 -0.859 -0.968
C 0.434 -1.460 0.205
C -0.198 -2.531 0.833
C 0.368 -3.115 1.949
C 1.575 -2.633 2.423
C 2.232 -1.587 1.798
C 1.657 -1.001 0.688
H 2.166 -0.190 0.188
H 3.179 -1.234 2.177
Br 2.362 -3.434 3.957
H -0.126 -3.934 2.449
H -1.142 -2.884 0.448
C -1.873 -1.388 -3.975
H -1.191 -2.030 -4.541
H -2.236 -0.583 -4.617
C -3.035 -2.234 -3.447
C -2.525 -3.320 -2.516
O -2.931 -3.517 -1.405
O -1.616 -4.094 -3.115
H -1.276 -4.754 -2.492
H -3.746 -1.618 -2.896
H -3.544 -2.712 -4.285
H -1.161 1.265 -3.265
H 0.438 2.541 -1.324
C -0.270 1.047 1.631
N -0.685 0.367 2.457
H 3.071 4.516 2.282
H 2.841 3.708 3.841
H 2.864 5.477 3.752
```

HOMO-LUMO gap: 8.15 eV
structure (SMILES): CCOC(=O)/C(C#N)=C/c1cn(CCC(=O)O)nc1-c1ccc(Br)cc1
largest force on an atom: 1.07 eV/Å
HOMO energy: -8.5510 eV
energy above the lowest of the compared OMol25 structures with the same formula, charge and spin: 25.5 kJ/mol
calculated total energy: -101628.4546 eV
net charge: 0



Computed, not measured: the molecule C25H27ClN2O2, with wB97M-V/def2-TZVPD.

```
57
Properties=species:S:1:pos:R:3
C -6.960 0.745 -0.446
H -7.535 1.336 -1.166
O -5.610 0.637 -0.823
C -5.304 0.034 -2.008
C -6.249 -0.501 -2.873
C -5.853 -1.106 -4.055
C -4.513 -1.181 -4.386
C -3.568 -0.649 -3.529
C -3.932 -0.040 -2.332
C -2.959 0.532 -1.413
C -1.657 0.257 -1.379
C -0.710 0.851 -0.381
N -0.319 -0.068 0.701
C -1.129 -1.241 0.953
C -0.566 -2.377 0.072
H -1.154 -2.483 -0.839
C 0.874 -1.942 -0.240
H 1.602 -2.644 0.164
H 1.043 -1.847 -1.314
C 1.025 -0.571 0.447
C 1.727 0.562 -0.299
C 2.356 1.396 0.827
N 2.449 0.483 1.940
C 1.757 -0.662 1.789
O 1.726 -1.576 2.583
C 3.231 0.797 3.112
C 4.704 0.719 2.804
C 5.497 1.857 2.802
C 6.840 1.755 2.476
C 7.406 0.536 2.145
C 6.607 -0.596 2.143
C 5.266 -0.508 2.469
H 4.642 -1.389 2.469
H 7.039 -1.552 1.888
H 8.453 0.474 1.894
Cl 7.822 3.180 2.479
H 5.077 2.818 3.057
H 2.964 0.050 3.866
H 2.961 1.794 3.474
H 1.715 2.245 1.093
H 3.349 1.774 0.564
H 2.506 0.187 -0.965
C 0.610 1.275 -1.063
H 0.606 0.957 -2.106
H 0.741 2.356 -1.048
H -0.591 -3.325 0.605
H -0.996 -1.498 2.008
H -2.182 -1.037 0.768
H -1.199 1.710 0.098
H -1.223 -0.459 -2.062
H -3.371 1.222 -0.689
H -2.524 -0.691 -3.799
H -4.206 -1.646 -5.310
H -6.602 -1.516 -4.716
H -7.300 -0.454 -2.638
H -6.955 1.257 0.516
H -7.425 -0.239 -0.326
```

HOMO-LUMO gap: 8.90 eV
structure (SMILES): COc1ccccc1/C=C/[C@@H]1C[C@H]2CN(Cc3cccc(Cl)c3)C(=O)[C@]23CCCN13
largest force on an atom: 0.56 eV/Å
HOMO energy: -8.1497 eV
calculated total energy: -45961.1958 eV
net charge: 0



Computed, not measured: a cluster of 2 separate species, C6H14N2O2 in total in a non-equilibrium geometry, with wB97M-V/def2-TZVPD.

```
24
Properties=species:S:1:pos:R:3
C -2.318 -0.523 -1.933
C -1.042 3.026 -1.048
C -1.762 1.893 -1.785
O -2.485 2.188 -2.724
N -1.367 0.599 -1.558
H -0.785 0.362 -0.686
H -1.850 -1.622 -1.811
H -0.333 3.517 -1.856
H -3.358 -0.557 -1.373
H -2.341 -0.607 -2.936
H -1.693 3.743 -0.573
H -0.339 2.742 -0.371
C 2.674 0.224 2.100
C 0.636 -2.831 1.076
C 1.512 -0.516 1.506
O 0.669 0.184 0.940
N 1.661 -1.898 1.568
H 3.441 -0.439 2.405
H 2.492 -2.218 2.038
H -0.460 -2.480 1.392
H 3.091 0.905 1.318
H 2.363 1.114 2.683
H 0.819 -2.906 0.031
H 0.775 -3.900 1.596
```

HOMO-LUMO gap: 9.66 eV
structure (SMILES): CNC(C)=O.CNC(C)=O
largest force on an atom: 4.39 eV/Å
HOMO energy: -9.1386 eV
energy above the lowest of the compared OMol25 structures with the same formula, charge and spin: 249.5 kJ/mol
calculated total energy: -13523.0387 eV
net charge: 0



Computed, not measured: a structure of composition C13H30F6N2O16S4V in a non-equilibrium geometry, with wB97M-V/def2-TZVPD.

```
72
Properties=species:S:1:pos:R:3
O -1.200 -1.074 1.429
V 0.206 -0.277 1.340
O 0.827 -0.317 2.821
C -0.168 3.198 -0.421
C -0.938 3.034 0.895
C -2.463 3.243 0.648
O -0.660 1.888 1.658
H -0.514 2.472 -1.158
H 0.911 3.165 -0.272
H -0.558 4.093 -0.905
H -0.642 3.854 1.549
H -2.791 3.879 -0.175
H -3.043 3.577 1.508
H -3.000 2.347 0.335
C 0.060 -2.675 -1.993
F 0.694 -3.733 -1.471
F -0.080 -2.825 -3.307
F -1.178 -2.682 -1.473
S 0.987 -1.003 -1.541
O 1.939 -0.648 -2.607
O -0.088 -0.049 -1.317
N 1.597 -1.289 0.138
S 3.106 -1.658 -0.295
O 3.279 -2.593 -1.374
O 4.022 -0.474 -0.321
C 3.611 -2.723 1.216
F 4.715 -3.417 0.970
F 3.836 -1.910 2.256
F 2.650 -3.656 1.478
C -3.476 0.132 3.566
O -2.737 1.353 3.601
H -4.036 0.026 2.637
H -2.847 -0.757 3.518
H -4.098 -0.077 4.436
H -2.101 1.398 2.883
O -5.327 1.419 -2.248
S -4.893 0.035 -2.205
O -5.787 -1.082 -1.948
O -3.999 -0.244 -3.578
C -3.658 -1.576 -3.902
C -2.588 -1.696 -4.983
C -3.524 -0.126 -0.853
H -4.578 -2.097 -4.166
H -3.233 -2.074 -3.030
H -2.208 -2.700 -5.167
H -1.725 -1.120 -4.650
H -3.071 -1.388 -5.911
H -3.963 0.235 0.077
H -2.664 0.472 -1.154
H -3.223 -1.165 -0.720
O 2.511 3.208 3.191
S 3.282 2.491 2.157
O 2.755 1.306 1.500
O 3.712 3.601 1.009
C 4.157 3.250 -0.322
C 4.673 4.527 -1.041
C 4.983 2.152 2.834
H 3.388 2.767 -0.926
H 4.910 2.470 -0.214
H 3.887 5.267 -0.892
H 4.881 4.326 -2.092
H 5.547 4.983 -0.575
H 4.871 1.149 3.247
H 5.308 2.775 3.667
H 5.687 2.198 2.003
C -1.137 -4.958 1.007
N -0.486 -5.766 2.118
O 0.713 -5.620 2.266
O -1.202 -6.369 2.840
H -0.816 -5.476 0.103
H -0.803 -3.924 1.086
H -2.201 -5.071 1.217
```

HOMO-LUMO gap: 7.76 eV
largest force on an atom: 6.16 eV/Å
HOMO energy: -5.8554 eV
calculated total energy: -135036.2503 eV
net charge: -1